(1)
Computed, not measured: a structure of composition C48H54Br2HfN5O2S at a distorted geometry, with ωB97M-V/def2-TZVPD.

E_LUMO: -0.3967 hartree
total charge: +3
orbital gap: 4.47 eV
ΔE to the lowest compared entry with this formula, charge and spin: 18.0 kcal per mole

Element x y z (Å)
1 Hf -0.194 0.062 0.071
2 C 2.502 3.859 6.252
3 C 1.437 4.089 5.178
4 C 1.826 5.329 4.353
5 C 0.083 4.344 5.873
6 C 1.271 2.897 4.248
7 C 0.399 2.959 3.196
8 C 0.274 1.868 2.315
9 N -0.559 1.754 1.255
10 C -1.622 2.489 0.856
11 C -2.289 3.511 1.561
12 C -3.316 4.191 0.967
13 C -3.621 3.886 -0.394
14 C -3.049 2.866 -1.132
15 C -2.085 2.085 -0.473
16 O -1.511 1.013 -0.982
17 C -3.420 2.618 -2.598
18 C -2.140 2.726 -3.452
19 C -4.424 3.653 -3.112
20 C -4.041 1.219 -2.753
21 C -4.116 5.220 1.751
22 C -5.125 5.976 0.883
23 C -4.883 4.468 2.858
24 C -3.166 6.246 2.394
25 C 1.139 0.692 2.464
26 O 1.033 -0.232 1.536
27 C 1.990 0.601 3.584
28 C 2.007 1.686 4.437
29 C 2.871 -0.629 3.822
30 C 1.982 -1.882 3.937
31 C 3.673 -0.508 5.120
32 C 3.868 -0.770 2.658
33 H 2.561 4.738 6.892
34 H 3.492 3.709 5.815
35 H 2.258 3.010 6.893
36 H 1.904 6.191 5.014
37 H 1.084 5.560 3.588
38 H 2.792 5.184 3.867
39 H 0.187 5.172 6.574
40 H -0.244 3.464 6.429
41 H -0.690 4.609 5.150
42 H -0.151 3.865 2.993
43 H -2.017 3.731 2.582
44 H -4.372 4.491 -0.876
45 H -1.592 3.640 -3.208
46 H -2.403 2.768 -4.509
47 H -1.493 1.862 -3.300
48 H -4.028 4.668 -3.042
49 H -5.373 3.597 -2.577
50 H -4.631 3.455 -4.162
51 H -3.355 0.438 -2.427
52 H -4.289 1.048 -3.801
53 H -4.961 1.143 -2.171
54 H -5.878 5.311 0.455
55 H -4.629 6.529 0.082
56 H -5.653 6.701 1.499
57 H -5.592 3.760 2.426
58 H -5.441 5.183 3.462
59 H -4.203 3.923 3.516
60 H -2.559 6.741 1.634
61 H -2.505 5.790 3.134
62 H -3.754 7.006 2.906
63 H 2.654 1.633 5.299
64 H 1.295 -1.779 4.779
65 H 2.606 -2.757 4.120
66 H 1.407 -2.063 3.030
67 H 3.020 -0.398 5.987
68 H 4.379 0.324 5.087
69 H 4.251 -1.421 5.259
70 H 3.356 -0.905 1.707
71 H 4.510 -1.634 2.828
72 H 4.503 0.115 2.592
73 Br -2.493 -4.878 4.000
74 C -2.137 -3.413 2.904
75 C -2.138 -2.117 3.418
76 C -1.816 -1.073 2.582
77 N -1.532 -1.236 1.278
78 C -1.593 -2.489 0.769
79 C -1.868 -3.593 1.548
80 C -1.404 -2.580 -0.700
81 C -2.143 -3.463 -1.459
82 C -2.028 -3.421 -2.848
83 Br -3.035 -4.578 -3.909
84 C -1.162 -2.489 -3.417
85 C -0.449 -1.655 -2.588
86 N -0.551 -1.682 -1.246
87 H -2.369 -1.939 4.458
88 H -1.789 -0.059 2.963
89 H -1.852 -4.587 1.123
90 H -2.828 -4.157 -0.991
91 H -1.051 -2.418 -4.490
92 H 0.243 -0.934 -3.008
93 S 3.895 1.089 -4.981
94 C 3.088 0.905 -3.470
95 C 3.421 -0.010 -2.456
96 C 2.607 -0.133 -1.361
97 N 1.501 0.625 -1.163
98 C 1.234 1.572 -2.103
99 C 1.957 1.722 -3.251
100 C 5.466 0.251 -4.763
101 C 5.602 -1.121 -4.886
102 C 6.890 -1.644 -4.792
103 N 7.953 -0.880 -4.602
104 C 7.819 0.433 -4.506
105 C 6.577 1.059 -4.582
106 H 4.306 -0.626 -2.543
107 H 2.832 -0.863 -0.593
108 H 0.401 2.231 -1.900
109 H 1.682 2.472 -3.981
110 H 4.759 -1.773 -5.075
111 H 7.068 -2.709 -4.889
112 H 8.725 1.012 -4.372
113 H 6.494 2.136 -4.519

(2)
Computed, not measured: a structure of composition C48H54BrN8O7RbSSb, with ωB97M-V/def2-TZVPD.

E_LUMO: 0.0419 hartree
total charge: -1
orbital gap: 6.41 eV
ΔE to the lowest compared entry with this formula, charge and spin: 0.0 kcal per mole

Element x y z (Å)
1 Rb 0.419 1.384 -0.526
2 O 0.316 4.077 -1.066
3 C -0.363 5.184 -1.055
4 C 0.248 6.440 -1.284
5 C -0.484 7.613 -1.306
6 C -1.863 7.604 -1.114
7 C -2.485 6.382 -0.892
8 C -1.773 5.193 -0.848
9 C -2.506 3.891 -0.594
10 O -1.892 2.815 -1.224
11 N -2.674 3.598 0.853
12 N -1.579 3.153 1.509
13 C -1.504 3.398 2.757
14 C -0.459 2.872 3.632
15 Br 0.988 1.995 2.792
16 C -0.535 3.028 4.956
17 C 0.370 2.545 6.012
18 C 0.897 1.253 6.015
19 C 1.720 0.832 7.047
20 C 2.029 1.689 8.094
21 C 1.497 2.971 8.110
22 C 0.668 3.390 7.082
23 H -0.943 3.141 -1.312
24 H 1.321 6.451 -1.438
25 H 0.027 8.553 -1.484
26 H -2.437 8.521 -1.145
27 H -3.565 6.346 -0.759
28 H -3.538 3.984 -0.954
29 H -3.148 4.366 1.327
30 H -2.272 3.993 3.262
31 H -1.386 3.609 5.304
32 H 0.650 0.573 5.211
33 H 2.119 -0.175 7.034
34 H 2.675 1.358 8.897
35 H 1.725 3.644 8.926
36 H 0.249 4.389 7.098
37 C 1.558 -4.836 -0.208
38 N 1.003 -4.000 -1.277
39 C 1.198 -4.489 -2.636
40 C 0.930 -2.689 -1.118
41 N 0.835 -1.544 -0.970
42 H 2.632 -4.977 -0.337
43 H 1.064 -5.806 -0.229
44 H 1.376 -4.394 0.764
45 H 2.262 -4.546 -2.889
46 H 0.688 -3.833 -3.340
47 H 0.768 -5.488 -2.710
48 O 1.397 -6.319 2.576
49 S 2.379 -6.489 3.637
50 O 2.274 -7.743 4.349
51 O 4.008 -7.033 2.498
52 C 4.488 -6.172 1.687
53 N 5.419 -6.601 0.788
54 C 5.872 -5.705 -0.062
55 C 5.462 -4.376 -0.097
56 C 4.545 -4.012 0.880
57 N 4.098 -4.876 1.777
58 C 3.960 -2.637 0.962
59 C 2.957 -2.375 1.883
60 C 2.356 -1.129 1.891
61 N 2.693 -0.136 1.063
62 C 3.678 -0.388 0.202
63 C 4.330 -1.607 0.110
64 H 6.617 -6.058 -0.772
65 H 5.843 -3.694 -0.842
66 H 2.646 -3.160 2.560
67 H 1.554 -0.910 2.587
68 H 3.950 0.423 -0.467
69 H 5.119 -1.732 -0.618
70 C -4.286 -1.488 3.430
71 C -2.762 -1.501 3.468
72 Sb -1.684 -1.094 1.627
73 C -1.943 -3.027 0.688
74 C -3.143 -3.882 1.079
75 C -3.227 0.023 0.588
76 C -4.343 -0.762 -0.092
77 H -4.707 -1.667 4.423
78 H -4.681 -2.256 2.765
79 H -4.667 -0.526 3.084
80 H -2.384 -2.464 3.822
81 H -2.401 -0.753 4.178
82 H -1.024 -3.565 0.919
83 H -1.919 -2.842 -0.389
84 H -3.179 -4.054 2.156
85 H -3.087 -4.864 0.602
86 H -4.086 -3.423 0.783
87 H -2.710 0.659 -0.135
88 H -3.632 0.719 1.328
89 H -3.948 -1.516 -0.777
90 H -4.985 -0.098 -0.678
91 H -4.973 -1.280 0.631
92 C 2.494 2.683 -3.362
93 O 2.051 3.141 -4.646
94 C 0.678 3.207 -4.724
95 C -0.026 4.282 -4.208
96 C -1.408 4.309 -4.306
97 C -2.083 3.267 -4.926
98 C -1.381 2.193 -5.446
99 C 0.000 2.157 -5.329
100 N 0.764 1.091 -5.880
101 C 0.494 -0.214 -5.869
102 C -0.321 -0.938 -5.016
103 C -0.726 -2.253 -5.426
104 C -1.574 -2.996 -4.679
105 C -2.063 -2.463 -3.439
106 C -1.652 -1.266 -2.966
107 C -0.679 -0.459 -3.682
108 O -0.147 0.540 -3.184
109 H 2.072 3.302 -2.567
110 H 3.579 2.756 -3.365
111 H 2.190 1.642 -3.213
112 H 0.509 5.075 -3.702
113 H -1.952 5.136 -3.868
114 H -3.163 3.281 -4.991
115 H -1.899 1.368 -5.919
116 H 1.561 1.387 -6.421
117 H 1.003 -0.764 -6.657
118 H -0.363 -2.629 -6.378
119 H -1.891 -3.976 -5.008
120 H -2.766 -3.053 -2.859
121 H -1.999 -0.876 -2.016

(3)
Computed, not measured: a cluster of 10 separate species, C48H54N6O16 in total at a distorted geometry, with ωB97M-V/def2-TZVPD.

E_LUMO: -0.0319 hartree
orbital gap: 8.82 eV

Element x y z (Å)
1 C -4.156 -11.176 1.388
2 C -3.283 -10.389 2.013
3 C -3.350 -8.988 1.964
4 C -4.294 -8.400 1.173
5 C -5.117 -9.269 0.404
6 C -5.131 -10.656 0.596
7 N -4.240 -6.885 1.075
8 O -4.819 -6.338 0.162
9 O -3.528 -6.287 1.890
10 H -4.072 -12.252 1.422
11 H -2.528 -10.865 2.622
12 H -2.587 -8.406 2.459
13 H -5.863 -8.909 -0.289
14 H -5.970 -11.227 0.228
15 C -2.653 -0.421 -7.692
16 C -2.744 0.721 -8.498
17 C -1.950 0.811 -9.635
18 C -1.043 -0.231 -9.916
19 C -1.042 -1.418 -9.143
20 C -1.759 -1.505 -8.000
21 N -0.147 -0.148 -11.097
22 O 0.223 0.983 -11.422
23 O 0.219 -1.157 -11.696
24 H -3.236 -0.520 -6.788
25 H -3.498 1.480 -8.349
26 H -1.982 1.747 -10.172
27 H -0.264 -2.152 -9.291
28 H -1.754 -2.420 -7.426
29 C 3.787 -4.262 2.907
30 C 3.554 -2.899 2.916
31 C 3.000 -2.305 4.005
32 C 2.508 -3.081 5.117
33 C 2.706 -4.441 5.048
34 C 3.432 -5.070 3.993
35 N 1.808 -2.389 6.278
36 O 1.600 -3.131 7.244
37 O 1.670 -1.149 6.333
38 H 4.363 -4.562 2.045
39 H 4.039 -2.364 2.112
40 H 2.965 -1.227 3.946
41 H 2.591 -4.984 5.974
42 H 3.591 -6.138 4.008
43 C -3.710 5.926 6.337
44 C -2.975 5.562 7.495
45 C -2.417 6.644 8.269
46 C -2.599 7.972 7.870
47 C -3.446 8.267 6.677
48 C -4.022 7.213 5.953
49 N -1.976 9.151 8.586
50 O -0.857 8.947 9.050
51 O -2.533 10.224 8.600
52 H -4.059 5.123 5.704
53 H -2.846 4.523 7.759
54 H -1.800 6.423 9.128
55 H -3.499 9.293 6.341
56 H -4.578 7.292 5.030
57 C 2.688 7.723 4.547
58 C 4.081 7.723 4.528
59 C 4.770 6.655 3.984
60 C 4.144 5.473 3.569
61 C 2.680 5.583 3.640
62 C 1.973 6.681 4.087
63 N 4.864 4.390 2.903
64 O 6.087 4.187 3.073
65 O 4.247 3.668 2.087
66 H 2.146 8.575 4.930
67 H 4.683 8.525 4.928
68 H 5.834 6.684 4.163
69 H 2.129 4.689 3.389
70 H 0.918 6.489 4.217
71 C 5.996 -0.521 -6.591
72 C 6.119 0.880 -6.365
73 C 6.320 1.734 -7.427
74 C 6.481 1.239 -8.717
75 C 6.458 -0.120 -8.907
76 C 6.145 -0.965 -7.929
77 N 6.780 2.203 -9.802
78 O 6.338 3.310 -9.700
79 O 7.548 1.924 -10.714
80 H 5.770 -1.265 -5.841
81 H 5.994 1.303 -5.380
82 H 6.323 2.770 -7.121
83 H 6.845 -0.603 -9.792
84 H 6.140 -2.010 -8.201
85 C 1.788 -6.889 -3.068
86 C 0.772 -7.988 -3.123
87 O 0.633 -8.752 -2.145
88 C -0.171 -7.964 -4.224
89 H 2.547 -7.193 -3.789
90 H 2.110 -6.813 -2.030
91 H 1.410 -5.927 -3.415
92 H 0.359 -7.664 -5.128
93 H -0.886 -7.170 -4.008
94 H -0.657 -8.894 -4.518
95 C -6.458 -1.913 5.901
96 C -7.903 -2.402 5.952
97 O -8.706 -2.206 5.048
98 C -8.343 -2.775 7.259
99 H -6.312 -0.855 6.114
100 H -6.148 -2.013 4.861
101 H -5.788 -2.545 6.485
102 H -7.708 -3.577 7.636
103 H -9.383 -3.097 7.206
104 H -8.267 -1.871 7.864
105 C 0.042 0.189 -1.417
106 C -1.164 0.837 -0.712
107 O -2.061 1.341 -1.295
108 C -1.505 0.560 0.713
109 H -0.249 -0.195 -2.395
110 H 0.531 -0.681 -0.979
111 H 0.815 0.957 -1.446
112 H -2.006 1.464 1.060
113 H -0.727 0.257 1.414
114 H -2.187 -0.262 0.499
115 C 2.036 8.764 -1.299
116 C 2.022 7.306 -1.750
117 O 3.044 6.606 -1.744
118 C 0.798 6.816 -2.393
119 H 3.090 9.018 -1.180
120 H 1.457 8.916 -0.388
121 H 1.530 9.269 -2.122
122 H 0.707 7.376 -3.323
123 H -0.105 7.027 -1.820
124 H 0.815 5.741 -2.570

(4)
Computed, not measured: a structure of composition C48H55N4RuSi at a distorted geometry, with ωB97M-V/def2-TZVPD.

multiplicity: 6
E_LUMO (alpha / beta): -0.0036 / -0.0871 hartree
orbital gap (alpha / beta): 4.56 / 4.64 eV
ΔE to the lowest compared entry with this formula, charge and spin: 16.7 kcal per mole

Element x y z (Å)
1 Ru 13.300 13.083 5.521
2 C 18.834 10.908 6.402
3 C 18.736 11.656 5.066
4 C 17.543 12.551 5.007
5 C 17.486 13.920 4.912
6 C 18.611 14.910 4.709
7 C 19.307 15.498 6.008
8 C 16.076 14.301 5.047
9 C 15.527 15.620 5.050
10 C 14.242 15.998 5.419
11 C 13.754 17.296 5.751
12 C 14.594 18.508 5.610
13 C 15.787 18.562 6.581
14 C 12.402 17.202 5.836
15 C 12.073 15.852 5.693
16 C 10.742 15.361 5.821
17 C 10.403 14.007 5.958
18 N 11.281 12.940 5.812
19 C 10.499 11.791 5.871
20 C 10.940 10.431 5.841
21 C 12.300 10.078 5.649
22 N 13.374 11.019 5.513
23 C 14.502 10.255 5.464
24 C 15.787 10.730 5.295
25 C 16.169 12.049 5.162
26 N 15.294 13.132 5.213
27 C 14.161 8.852 5.461
28 C 12.795 8.744 5.549
29 C 11.958 7.495 5.566
30 C 11.712 6.826 6.953
31 C 15.122 7.688 5.406
32 C 16.166 7.592 6.481
33 C 9.136 12.106 6.152
34 C 9.089 13.518 6.177
35 C 7.886 14.331 6.498
36 C 8.094 15.196 7.774
37 C 8.031 11.115 6.383
38 C 7.163 10.890 5.153
39 N 13.168 15.086 5.539
40 C 11.438 18.236 6.207
41 C 11.752 19.028 7.492
42 H 19.705 10.290 6.424
43 H 18.013 10.207 6.563
44 H 18.885 11.574 7.266
45 H 18.635 10.964 4.192
46 H 19.661 12.238 4.921
47 H 18.135 15.660 4.053
48 H 19.431 14.439 4.131
49 H 18.512 15.778 6.723
50 H 19.909 16.412 5.715
51 H 19.935 14.736 6.494
52 H 16.276 16.373 4.822
53 H 14.030 19.457 5.774
54 H 14.931 18.576 4.586
55 H 15.615 19.251 7.407
56 H 16.617 19.032 6.006
57 H 16.012 17.587 7.031
58 H 9.966 16.105 5.986
59 H 10.242 9.592 5.838
60 H 16.545 9.947 5.269
61 H 12.426 6.731 4.921
62 H 10.966 7.666 5.180
63 H 12.697 6.639 7.505
64 H 11.172 5.885 6.909
65 H 11.119 7.511 7.604
66 H 15.608 7.674 4.403
67 H 14.515 6.803 5.505
68 H 16.738 8.539 6.534
69 H 16.932 6.817 6.245
70 H 15.768 7.450 7.489
71 H 7.068 13.619 6.704
72 H 7.548 14.968 5.598
73 H 8.683 14.620 8.520
74 H 7.092 15.508 8.110
75 H 8.612 16.142 7.509
76 H 7.450 11.415 7.252
77 H 8.381 10.132 6.790
78 H 6.869 11.836 4.665
79 H 6.260 10.309 5.275
80 H 7.659 10.343 4.343
81 H 10.452 17.772 6.356
82 H 11.314 18.880 5.302
83 H 12.000 18.313 8.237
84 H 10.856 19.608 7.799
85 H 12.569 19.753 7.347
86 C 10.892 9.978 10.018
87 C 10.500 11.331 10.082
88 C 11.375 12.262 9.541
89 C 12.494 11.880 8.820
90 C 12.948 10.569 8.859
91 C 12.157 9.582 9.503
92 Si 13.182 13.244 7.761
93 C 14.786 13.791 8.556
94 C 15.027 15.088 8.959
95 C 16.199 15.425 9.643
96 C 17.246 14.450 9.742
97 C 16.969 13.109 9.467
98 C 15.760 12.781 8.823
99 H 10.209 9.256 10.514
100 H 9.599 11.671 10.606
101 H 11.139 13.284 9.811
102 H 13.892 10.316 8.322
103 H 12.475 8.558 9.580
104 H 12.300 14.371 8.186
105 H 14.304 15.902 8.778
106 H 16.350 16.451 10.090
107 H 18.254 14.841 10.023
108 H 17.804 12.418 9.499
109 H 15.624 11.729 8.635